88
Properties=species:S:1:pos:R:3:forces:R:3:mulliken_charge:R:1 method="wB97M-V/def2-TZVPD" max_force_ev_per_a=5.79 e_above_lowest_kj_mol=267.59 gap_ev=4.9
Tl 11.13395 13.17684 14.25967 0.176 -0.287 0.238 0.979
C 13.87436 9.53199 11.26880 -1.802 -0.247 1.627 -1.694
N 12.82404 8.71825 10.63635 0.645 0.341 -0.946 0.177
C 11.70427 8.41772 11.51909 0.645 -0.205 0.676 -1.545
P 10.93868 9.99818 12.17833 -5.758 -0.642 -0.017 0.944
C 10.18254 9.65070 13.82421 -0.117 -0.477 -1.735 1.075
C 9.20338 10.55510 14.25168 0.136 -0.305 0.743 -0.771
C 8.62531 10.39612 15.52487 1.265 0.074 -1.500 -0.891
C 9.02059 9.33350 16.30559 -0.278 -0.417 0.365 -0.715
C 9.94719 8.41663 15.80908 0.418 -0.910 1.620 -0.605
C 10.57036 8.55972 14.58969 -1.113 0.670 -0.014 -0.780
C 9.42830 9.94635 11.03449 0.606 -1.396 -0.116 0.989
C 8.44752 8.98047 11.19129 -0.682 0.260 -0.062 -0.496
C 7.46199 8.77075 10.19709 0.857 0.171 1.393 -0.617
C 7.37926 9.58911 9.08615 0.858 0.479 -1.002 -0.704
C 8.42284 10.57387 8.90020 -0.797 -1.125 0.750 -0.690
C 9.45945 10.63717 9.81663 -0.344 0.536 0.858 -0.512
C 12.63182 8.84510 9.22945 0.644 -0.946 -0.112 0.984
C 11.90016 7.85382 8.55410 -0.274 0.639 -1.564 -0.227
C 11.76634 7.95898 7.14632 -0.486 -0.557 1.520 -0.662
C 12.47290 8.88543 6.44233 0.690 -0.006 -1.153 -0.483
C 13.26428 9.81145 7.07633 0.479 0.428 0.297 -0.820
C 13.36210 9.79161 8.45626 -0.589 0.136 1.194 -0.289
P 13.03838 11.10275 11.90523 3.953 1.578 -1.062 1.220
C 13.89173 11.52843 13.36399 0.676 1.103 0.384 0.841
C 13.92343 10.56792 14.38580 1.006 0.388 0.319 -0.779
C 14.55197 10.86707 15.59334 0.533 0.284 0.610 -0.875
C 14.94528 12.18253 15.89699 -0.694 -0.043 -0.320 -0.659
C 14.63911 13.21256 14.97253 0.219 -0.814 -0.302 -0.190
C 14.23004 12.89112 13.66860 0.015 0.212 0.500 -1.088
C 13.41074 12.44373 10.74238 1.016 -0.280 -0.098 0.720
C 14.74271 12.82594 10.47296 -0.060 1.813 -1.384 -0.003
C 14.96327 13.99644 9.72584 -2.514 0.641 -0.663 -0.858
C 13.84027 14.80237 9.22355 2.287 -1.005 1.482 -0.575
C 12.58347 14.34883 9.51195 -0.286 -0.690 -0.453 -0.950
C 12.34172 13.15289 10.20910 1.242 0.423 0.322 -0.001
H 14.74448 9.73760 10.68697 0.382 -0.159 -0.665 0.554
H 14.18711 8.98037 12.18103 0.014 0.341 -0.465 0.464
H 12.10642 7.89559 12.41145 -0.087 -0.059 -0.545 0.591
H 10.94654 7.77136 11.03959 0.483 0.460 0.224 0.352
H 8.94788 11.37066 13.57748 -0.197 -0.070 0.243 0.814
H 8.00225 11.15263 15.91537 -0.937 0.574 0.262 0.555
H 8.53428 9.20554 17.28354 0.526 -0.091 -0.423 0.357
H 10.23388 7.58130 16.46770 -0.232 0.286 -0.420 0.363
H 11.18204 7.81088 14.12992 0.444 -0.348 0.374 0.430
H 8.40654 8.42235 12.13687 -0.015 0.010 -0.531 0.388
H 6.81416 7.94575 10.44980 -0.559 0.039 -0.598 0.427
H 6.59428 9.36467 8.32706 0.724 0.617 0.640 0.312
H 8.48248 11.34339 8.14711 -0.491 -0.386 -0.625 0.452
H 10.25691 11.35233 9.67596 0.011 0.035 -0.296 0.366
H 11.48152 6.95018 8.98242 -0.127 0.425 0.538 0.424
H 11.06880 7.32308 6.61632 0.293 -0.432 0.081 0.386
H 12.62794 8.77449 5.37482 -0.743 0.260 -0.139 0.335
H 13.78431 10.53040 6.43563 0.112 -0.175 0.599 0.374
H 13.96240 10.50127 9.03127 -0.189 -0.040 -0.677 0.138
H 13.58138 9.56301 14.19759 -0.084 -0.218 0.003 0.153
H 14.80638 10.08518 16.33800 -0.492 0.434 -0.634 0.340
H 15.42942 12.38282 16.86086 -0.343 0.091 -0.465 0.398
H 14.72533 14.25530 15.25881 0.352 -0.061 -0.073 0.439
H 14.14879 13.72891 12.91636 -0.049 -1.215 0.848 0.237
H 15.63795 12.29187 10.77621 -0.385 -0.250 0.321 0.425
H 15.92272 14.33869 9.42650 0.924 0.003 0.148 0.451
H 14.00409 15.79352 8.74479 -0.061 -1.092 0.205 0.362
H 11.78738 14.87825 9.06105 -1.047 0.498 -0.057 0.498
H 11.36365 12.77449 10.42386 -0.515 0.253 -0.031 -0.128
S 9.70189 16.50502 17.94173 0.930 -1.482 -1.100 -0.330
C 10.54837 15.27837 18.84165 1.517 -0.877 -0.172 0.811
C 10.62250 15.12298 20.23100 0.543 -0.177 -0.720 -0.671
C 11.54230 14.16826 20.68543 0.107 0.420 1.493 -0.389
C 12.18426 13.28475 19.84691 0.851 0.124 0.065 -0.637
C 12.03440 13.32679 18.48758 -0.687 -0.379 -0.901 -0.288
C 11.31539 14.38430 17.93690 -2.014 0.493 2.291 -0.507
N 11.00895 14.54637 16.63359 -1.366 3.304 -1.270 -0.103
C 10.25791 15.66669 16.43156 0.771 -3.188 1.353 0.372
C 9.68357 15.92456 15.13378 -0.855 2.252 -0.638 0.831
C 8.82292 17.04702 15.03145 -0.166 -0.444 1.445 -0.633
C 8.19246 17.32838 13.82471 1.233 -0.804 0.229 -0.982
C 8.59334 16.55712 12.72240 -1.547 1.276 -1.153 -0.348
C 9.50980 15.53814 12.80009 -0.761 0.794 -0.144 -0.477
C 10.00920 15.18760 14.00774 1.561 -1.148 1.390 -0.270
H 10.01223 15.72560 20.90277 0.347 -0.070 -0.105 0.396
H 11.86176 14.10418 21.74532 -0.792 0.174 -0.603 0.297
H 12.94565 12.61745 20.22584 -0.328 -0.314 0.350 0.380
H 12.30510 12.44201 17.90049 0.421 0.746 -0.179 0.447
H 8.63891 17.53918 16.03512 -0.231 0.029 -1.713 0.234
H 7.48438 18.11785 13.69992 -0.317 0.339 0.057 0.424
H 8.10122 16.78880 11.75500 0.452 -0.136 0.569 0.314
H 9.82865 15.03831 11.91766 0.046 -0.485 -0.780 0.424

---

72
Properties=species:S:1:pos:R:3:forces:R:3:mulliken_charge:R:1 method="wB97M-V/def2-TZVPD" max_force_ev_per_a=2.32 total_charge=-1 gap_ev=6.3
O 1.18245 0.31319 4.94649 0.009 0.084 -0.517 -0.841
Nb -0.64909 0.42472 4.12511 0.961 -1.472 1.509 0.051
F -1.16690 -1.22638 4.97541 -0.023 0.005 -0.075 -0.672
C -0.10435 -0.57066 2.13441 -0.284 1.420 -0.298 -1.286
C 0.69228 0.28217 1.12569 -0.048 -0.320 0.115 0.182
C 2.18349 0.18670 1.44869 0.092 -0.064 -0.282 -1.065
C 3.08454 1.24427 0.88604 0.508 0.132 -0.420 1.070
F 3.10417 1.21607 -0.50553 0.071 -0.028 0.741 -0.304
F 4.40315 1.01815 1.29301 -0.727 -0.024 -0.297 -0.370
C 2.82144 2.72149 1.26620 -0.172 0.033 0.111 0.520
F 3.87072 3.48373 0.88157 -0.122 -0.073 0.077 -0.273
F 1.73777 3.21751 0.65837 0.252 -0.178 0.180 -0.213
F 2.68164 2.83591 2.58799 0.068 0.053 -0.350 -0.218
H 1.51641 -0.58795 5.00116 -0.006 -0.097 0.281 0.287
H -1.40473 1.45765 5.45343 -0.257 0.338 -0.715 0.060
H -2.33285 0.55356 3.45826 -0.027 0.211 -0.090 0.105
H -0.23456 2.03348 3.39979 -0.050 0.251 -0.110 0.058
H 0.48213 -1.44651 2.42200 -0.042 -0.273 0.072 0.444
H -1.02715 -0.86306 1.65046 -0.153 -0.336 0.104 0.318
H 0.34744 1.30710 1.15703 -0.071 0.177 0.010 0.292
H 0.51864 -0.08413 0.11085 0.152 0.068 -0.178 0.187
H 2.33382 0.13782 2.52588 0.021 0.240 0.141 0.248
H 2.56959 -0.74328 1.02662 0.108 -0.108 0.094 0.460
C 6.23557 2.25912 -1.13685 -0.064 -0.040 -0.090 -0.449
N 7.42144 1.51539 -1.64719 -0.056 -0.001 -0.001 0.960
O 7.27782 0.76667 -2.59285 -0.224 -0.058 -0.189 -0.555
O 8.47352 1.70093 -1.08216 0.231 0.124 0.205 -0.572
H 5.37763 1.99369 -1.73946 -0.039 -0.022 -0.018 0.134
H 6.08824 1.97358 -0.10105 0.031 0.008 0.026 0.181
H 6.46345 3.31746 -1.20965 0.046 0.018 0.035 0.302
C -4.41701 -0.74449 -0.98491 0.186 -0.005 0.199 -0.682
N -3.36180 -0.35301 -0.00882 0.093 0.024 -0.042 0.974
O -3.25349 -0.98968 1.01333 -0.208 -0.315 0.060 -0.552
O -2.65398 0.58059 -0.31841 0.111 0.258 -0.065 -0.506
H -4.95615 -1.58458 -0.57031 -0.054 -0.005 -0.017 0.222
H -5.05145 0.11742 -1.14058 -0.019 0.059 -0.042 0.274
H -3.90250 -0.99780 -1.90567 -0.051 0.033 -0.083 0.287
C -0.48807 2.54427 -3.19267 0.004 -0.017 0.071 -0.626
N -1.87124 2.14311 -3.56879 0.193 0.145 0.190 0.894
O -2.26294 1.06749 -3.19008 -0.154 -0.352 -0.134 -0.472
O -2.52009 2.93802 -4.21902 -0.091 0.133 -0.156 -0.584
H -0.05335 1.74289 -2.61047 0.018 -0.032 0.030 0.208
H 0.06148 2.72064 -4.10944 0.043 0.016 -0.056 0.273
H -0.56796 3.45964 -2.61570 -0.015 0.035 0.003 0.303
C -8.53097 -2.35503 -3.15535 0.010 -0.074 -0.032 -0.783
N -7.16457 -1.85386 -2.84728 -0.183 -0.102 0.130 0.921
O -6.22736 -2.59163 -3.06014 0.199 -0.158 -0.102 -0.513
O -7.08474 -0.74033 -2.38446 -0.057 0.204 -0.031 -0.527
H -8.44089 -3.35863 -3.54923 0.003 -0.036 0.009 0.302
H -9.08989 -2.33840 -2.22579 -0.009 0.009 0.023 0.292
H -8.96685 -1.67058 -3.87556 -0.023 0.049 0.009 0.305
C -5.49630 -5.63591 -0.50117 0.045 0.031 0.050 -0.758
N -6.54590 -4.58127 -0.50687 0.180 -0.137 -0.077 0.878
O -6.25270 -3.49941 -0.06416 -0.062 0.291 0.117 -0.498
O -7.62842 -4.87950 -0.96951 -0.212 -0.071 -0.114 -0.545
H -4.60154 -5.21178 -0.06409 0.026 0.015 0.012 0.307
H -5.87839 -6.46608 0.08339 -0.027 -0.042 -0.015 0.285
H -5.34255 -5.93659 -1.53208 -0.020 -0.022 -0.031 0.301
C 4.60514 0.64916 5.95025 0.003 0.017 -0.101 -0.696
N 4.23931 -0.68437 6.49998 -0.189 0.323 -0.288 0.934
O 4.61643 -1.67310 5.90708 0.155 -0.203 -0.063 -0.560
O 3.54464 -0.68093 7.48629 -0.051 -0.145 0.420 -0.519
H 5.20546 0.49678 5.06271 0.020 -0.006 -0.031 0.270
H 3.66859 1.15453 5.72683 -0.064 -0.009 -0.019 0.251
H 5.14939 1.17779 6.72575 -0.011 0.026 0.041 0.296
C 4.44685 0.67948 -4.91595 0.158 0.030 0.036 -0.768
N 3.30478 1.61006 -4.71776 0.097 -0.120 -0.033 0.956
O 3.54688 2.78343 -4.54985 0.095 0.281 0.063 -0.544
O 2.19673 1.12500 -4.74348 -0.284 -0.124 -0.025 -0.536
H 5.36477 1.25055 -4.87079 0.032 0.016 0.027 0.302
H 4.40324 -0.06046 -4.12351 -0.030 -0.037 0.004 0.288
H 4.30974 0.20814 -5.88342 -0.040 -0.051 -0.004 0.307

---

44
Properties=species:S:1:pos:R:3:forces:R:3:nbo_charge:R:1 method="wB97M-V/def2-TZVPD" max_force_ev_per_a=0.57 smiles="CCNP(CCCCS(=O)(=O)Cl)[PH2]=S.O=C1C=C(O)C(=O)C=C1O" gap_ev=6.8
C 0.99688 -2.01443 -0.70404 0.053 -0.032 0.012 -0.633
C 1.27504 -0.51916 -0.71538 0.006 0.071 0.031 -0.215
N 0.18265 0.28796 -1.29074 -0.346 -0.406 0.018 -0.935
P -1.08824 0.65230 -0.19112 0.361 -0.066 -0.033 0.765
C -2.59347 -0.10173 -0.98276 -0.194 0.058 -0.009 -0.740
C -3.44996 0.66796 -1.99103 0.045 -0.255 0.028 -0.398
C -4.79889 -0.01127 -2.24082 -0.011 0.146 0.108 -0.409
C -5.70682 0.02705 -0.99310 0.168 0.236 -0.073 -0.672
S -6.11389 -1.61167 -0.44717 0.064 -0.022 -0.056 2.123
O -5.07700 -2.10310 0.40208 0.026 -0.060 -0.044 -0.903
O -6.58614 -2.38107 -1.55163 -0.042 -0.016 0.036 -0.898
Cl -7.71819 -1.22393 0.74169 -0.099 0.013 0.109 -0.225
P -1.26551 2.84164 -0.52579 -0.220 0.285 0.443 0.506
S -1.71681 3.77251 1.12962 -0.072 -0.037 -0.146 -0.591
H 0.03014 -2.22631 -0.23855 0.036 0.008 0.001 0.203
H 1.77113 -2.53300 -0.13802 -0.017 -0.011 -0.048 0.234
H 0.99500 -2.42918 -1.71557 -0.073 0.044 0.012 0.202
H 1.42524 -0.17171 0.30935 0.050 0.047 -0.049 0.198
H 2.19145 -0.30252 -1.26902 0.001 -0.035 0.051 0.195
H -0.16755 -0.16079 -2.13030 0.163 0.225 -0.173 0.371
H -2.21794 -1.01396 -1.45971 0.000 -0.022 0.095 0.236
H -3.21304 -0.45236 -0.15209 0.052 0.063 0.006 0.248
H -2.91920 0.72650 -2.94541 -0.006 0.204 0.050 0.214
H -3.64454 1.68365 -1.64482 0.029 0.027 -0.027 0.203
H -5.31854 0.52626 -3.03406 0.020 -0.145 -0.085 0.227
H -4.65214 -1.03794 -2.58234 -0.026 0.044 -0.030 0.230
H -6.64302 0.54916 -1.17766 -0.040 -0.124 -0.046 0.260
H -5.21246 0.50757 -0.14688 -0.089 -0.043 0.040 0.253
H -2.13099 3.15333 -1.59004 0.095 -0.066 -0.175 -0.037
H -0.02605 3.17193 -1.09952 0.066 -0.143 -0.054 -0.013
C 5.33717 0.15182 0.70403 -0.031 -0.041 -0.068 -0.406
C 5.97422 1.08148 1.43225 0.010 0.016 -0.005 0.345
C 5.92326 1.10241 2.94855 -0.042 -0.051 0.069 0.474
O 6.55578 1.98768 3.49465 0.009 0.022 -0.029 -0.538
C 5.14603 0.09530 3.63439 0.024 0.041 0.069 -0.396
C 4.50715 -0.83134 2.90575 -0.002 -0.016 0.001 0.335
C 4.57310 -0.86133 1.39172 0.024 0.069 -0.079 0.479
O 3.95579 -1.75775 0.84053 -0.009 -0.016 0.048 -0.562
O 3.76809 -1.79870 3.42330 0.003 0.000 0.036 -0.622
O 6.70157 2.05596 0.91673 0.001 -0.007 -0.033 -0.621
H 5.37139 0.12926 -0.37591 0.019 0.013 0.003 0.245
H 5.10411 0.12243 4.71381 -0.010 -0.018 -0.003 0.248
H 3.43351 -2.32070 2.66667 0.018 0.019 -0.027 0.509
H 7.04170 2.56978 1.67837 -0.015 -0.018 0.026 0.511

---

14
Properties=species:S:1:pos:R:3:forces:R:3:nbo_charge:R:1 method="wB97M-V/def2-TZVPD" max_force_ev_per_a=5.52 total_charge=+3 e_above_lowest_kj_mol=354.24 gap_ev="5.1 / 5.1"
H 0.84234 -1.95771 -0.78167 -1.063 -0.380 -1.283 -0.162
O 0.79088 0.59541 -0.40163 -3.049 1.101 -4.207 -0.404
Bi -0.72981 -2.11212 -2.18017 2.257 -3.202 -0.101 1.888
O -1.01350 -0.26452 -1.39832 -1.806 3.559 -0.250 -0.765
C -0.47303 0.55097 -0.65612 4.449 -1.507 2.905 1.126
O -1.18900 1.18750 0.33761 -0.924 1.372 -0.072 -0.367
C -2.41841 1.49380 0.18884 0.145 0.338 -0.329 0.517
C 1.48060 0.18655 0.71390 -0.425 -3.338 3.035 0.234
C 2.07241 -1.05227 0.61384 1.544 2.786 1.578 -0.477
H -2.79281 2.25739 0.87297 -0.274 -0.244 0.393 0.298
H -2.97608 1.06271 -0.64899 -0.169 0.184 0.083 0.242
H 2.25856 -1.52259 1.58493 -0.292 0.224 0.143 0.299
H 1.09918 0.63229 1.63166 0.074 0.136 -0.095 0.243
H 3.04869 -1.05743 0.12317 -0.465 -1.029 -1.801 0.328

---

| no. | electronic energy (eV) |
| --- | --- |
| 1 | -84345.8915 |
| 2 | -71926.0139 |
| 3 | -79313.1857 |
| 4 | -16184.8085 |